A 13-piece molecular cluster, C31H75N13O13 overall in a non-equilibrium geometry, computed with wB97M-V/def2-TZVPD.

CARTESIAN COORDINATES (ANGSTROEM)
O (-4.85283, 0.05056, -2.86457)
C (-5.67679, 0.66681, -2.17313)
N (-6.45494, 1.59235, -2.79127)
C (-5.97035, 0.30694, -0.67666)
H (-7.26722, 1.95239, -2.42911)
H (-6.23012, 1.88885, -3.71894)
H (-6.86724, 0.60433, -0.17470)
H (-5.19948, 0.86332, -0.17704)
H (-5.80394, -0.75094, -0.53946)
O (-1.45857, -1.93219, 4.51285)
C (-0.43016, -2.40938, 5.09172)
N (0.62696, -1.64192, 5.17519)
C (-0.32781, -3.84338, 5.46637)
H (0.57422, -0.78383, 4.61175)
H (1.44106, -1.67016, 5.75899)
H (-1.20855, -4.39201, 5.25471)
H (-0.03073, -3.87318, 6.49588)
H (0.44984, -4.41191, 4.98145)
O (5.07076, 2.28411, 0.05624)
C (5.43399, 1.32947, -0.66191)
N (6.71725, 0.97734, -0.69340)
C (4.49807, 0.47396, -1.40107)
H (7.26045, 1.69805, -0.24067)
H (7.05477, 0.25970, -1.33464)
H (3.66841, 0.30652, -0.72729)
H (4.86309, -0.51995, -1.71367)
H (4.12481, 1.04175, -2.28459)
O (-0.31543, -2.01712, -4.08383)
C (-1.48989, -1.85351, -3.88476)
N (-2.15065, -0.85336, -4.43656)
C (-2.28650, -2.83853, -3.09152)
H (-3.10719, -0.62819, -4.16311)
H (-1.63015, -0.10012, -4.86357)
H (-2.57267, -2.48087, -2.12491)
H (-1.66682, -3.71590, -2.89742)
H (-3.10453, -3.25820, -3.71243)
O (-3.92324, -2.32966, 0.39518)
C (-3.68085, -2.06970, 1.55999)
N (-2.94716, -2.95383, 2.23200)
C (-4.25806, -0.86321, 2.27308)
H (-2.58819, -2.73948, 3.16448)
H (-2.28197, -3.44019, 1.62752)
H (-5.28220, -0.69953, 1.94883)
H (-3.73564, 0.03970, 1.97076)
H (-3.97741, -0.93519, 3.34233)
O (0.15490, -4.14807, 2.60293)
C (0.79747, -3.49034, 1.85069)
N (0.50484, -2.21697, 1.49216)
C (2.06806, -4.01319, 1.16848)
H (-0.35539, -1.81048, 1.84696)
H (0.99162, -1.74512, 0.75276)
H (3.00746, -3.56917, 1.60411)
H (2.07504, -3.78193, 0.08926)
H (2.04665, -5.10113, 1.30844)
O (0.36238, 1.30165, 3.54783)
C (-0.62601, 1.90701, 3.92170)
N (-1.76702, 1.20828, 4.11677)
C (-0.64516, 3.39061, 4.17452)
H (-1.78647, 0.18277, 4.12217)
H (-2.42442, 1.67791, 4.73229)
H (-0.93069, 3.98424, 3.31294)
H (0.32184, 3.77136, 4.50916)
H (-1.35089, 3.72009, 4.96503)
O (-1.40342, 1.74390, -5.58072)
C (-2.48277, 2.27785, -5.43925)
N (-3.59388, 1.49519, -5.65599)
C (-2.85672, 3.65836, -5.09515)
H (-3.42914, 0.51181, -5.84567)
H (-4.46277, 1.72995, -5.17812)
H (-2.00278, 4.33428, -5.07668)
H (-3.37365, 3.71041, -4.12920)
H (-3.46138, 3.99641, -5.96904)
C (1.73462, 2.80970, 0.83625)
C (1.91664, 4.27802, 0.74317)
O (0.91188, 5.02368, 0.81129)
N (3.13571, 4.71809, 0.49993)
C (3.41795, 6.14507, 0.48660)
H (2.56138, 2.22316, 0.48351)
H (0.80635, 2.60487, 0.34881)
H (1.56768, 2.53227, 1.87337)
H (3.87117, 4.09739, 0.21707)
H (4.21627, 6.42413, 1.12853)
H (2.53583, 6.57566, 0.92003)
H (3.37316, 6.54707, -0.56544)
C (5.23209, -2.90306, 4.71619)
C (4.11836, -1.87833, 4.93541)
O (3.57360, -1.73280, 6.04008)
N (3.90938, -1.07312, 3.87076)
C (3.16205, 0.18914, 3.83005)
H (5.02594, -3.71611, 3.99463)
H (5.51388, -3.31259, 5.69012)
H (6.14351, -2.41459, 4.25852)
H (4.50760, -1.31496, 3.06416)
H (2.45164, 0.36367, 2.94385)
H (3.82895, 1.00676, 3.84362)
H (2.51536, 0.14073, 4.69846)
C (0.13695, 3.89907, -2.39884)
C (-1.23876, 3.44356, -1.90260)
O (-2.11922, 2.86939, -2.54346)
N (-1.55009, 3.83505, -0.64165)
C (-2.86324, 3.67604, -0.02172)
H (-0.02254, 4.96725, -2.56463)
H (0.41539, 3.33432, -3.27566)
H (0.87167, 3.71212, -1.68947)
H (-0.82141, 4.21908, -0.06524)
H (-2.62687, 3.46471, 1.02713)
H (-3.45926, 2.89914, -0.43301)
H (-3.32015, 4.66918, 0.09036)
C (-0.74769, 0.37242, -0.57326)
C (0.49333, 0.15622, -1.46619)
O (1.48435, -0.27514, -0.91824)
N (0.40184, 0.74931, -2.68951)
C (1.48405, 0.57734, -3.74406)
H (-1.04904, 1.37826, -0.68522)
H (-0.47185, 0.16449, 0.51613)
H (-1.54188, -0.23852, -0.97348)
H (-0.36811, 1.31079, -2.96134)
H (1.48411, -0.48517, -4.03730)
H (2.34242, 1.07792, -3.30665)
H (1.12876, 1.09466, -4.60895)
C (-0.16855, -6.14831, -1.79225)
C (1.19692, -5.54164, -2.17167)
O (2.17907, -6.02044, -1.66772)
N (1.20640, -4.53595, -2.98390)
C (2.36532, -3.64229, -3.19942)
H (-0.98443, -5.55185, -2.08863)
H (-0.27135, -6.36761, -0.71718)
H (-0.28821, -7.10768, -2.33018)
H (0.37546, -4.06346, -3.30145)
H (2.66694, -3.76909, -4.19477)
H (3.18020, -3.92495, -2.54424)
H (2.08442, -2.58836, -3.01821)

The HOMO-LUMO gap is 9.243 eV. The calculation puts the energy relative to the best compared isomer or geometry (same formula, charge and spin) at 0.00 kJ/mol. For the molar mass, the calculation gives 838.019 u. Its total energy is -2916.39772 hartree. The spin multiplicity is 1.

Results of the Löwdin charge analysis, in e, for atoms 1 through 99: 0.007, -0.508, 0.170, 0.014, 0.067, 0.091, 0.068, 0.058, 0.066, -0.068, -0.540, 0.211, -0.004, 0.089, 0.080, 0.078, 0.082, 0.075, -0.010, -0.600, 0.164, -0.009, 0.117, 0.121, 0.057, 0.096, 0.092, 0.034, -0.619, 0.190, 0.021, 0.076, 0.067, 0.066, 0.046, 0.106, 0.007, -0.614, 0.172, 0.001, 0.058, 0.108, 0.070, 0.064, 0.077, 0.052, -0.606, 0.189, 0.008, 0.088, 0.060, 0.083, 0.068, 0.084, -0.001, -0.573, 0.170, 0.001, 0.076, 0.104, 0.073, 0.089, 0.085, 0.025, -0.594, 0.149, -0.029, 0.091, 0.085, 0.086, 0.077, 0.102, 0.025, -0.546, -0.024, 0.040, -0.051, 0.064, 0.057, 0.073, 0.099, 0.072, 0.063, 0.108, -0.012, -0.535, 0.000, 0.010, -0.057, 0.080, 0.079, 0.093, 0.139, 0.091, 0.068, 0.056, 0.042, -0.524, -0.001